Record 1
Molecular formula: C2H8N3P
Method: DFT, ωB97M-V with the def2-TZVPD basis set

Output
**Frontier orbital gap**: 9.65 eV
**HOMO**: -9.03 eV
**SMILES**: C=N/N=N\C.P

XYZ file:
```
14
Properties=species:S:1:pos:R:3:forces:R:3
P -3.294112 -1.132834 -0.509468 -0.7 0.7 0.3
N 0.166658 -0.315716 -0.020311 0.4 -5.9 1.9
N 1.034945 -1.154891 0.357554 -1.2 0.9 0.0
N 0.283182 0.816980 -0.415854 0.9 2.9 -2.5
C 2.331939 -0.610294 0.779428 -1.5 1.0 -1.2
C -0.054156 1.976284 -0.160957 -0.7 3.1 2.4
H -2.943793 0.145402 -1.057970 0.0 -0.4 0.1
H 2.587985 0.299826 0.174165 -0.1 -0.4 1.1
H -0.245255 2.353120 0.954701 0.0 -0.8 -2.4
H -0.127703 2.699111 -1.001501 0.3 -0.4 0.8
H 2.195994 -0.553680 1.854896 0.6 0.8 0.2
H -2.061156 -1.324575 0.094523 0.4 0.0 0.3
H -2.908951 -1.844888 -1.627759 0.2 -0.3 -0.7
H 3.034421 -1.353848 0.578548 1.3 -1.2 -0.3
```
Positions in Å, forces in eV/Å.

---

Record 2
Molecular formula: C2H8N3S
Method: DFT, ωB97M-V with the def2-TZVPD basis set

Output
**Frontier orbital gap**: 9.43 eV
**Net charge**: +1
**HOMO**: -13.40 eV
**SMILES**: N[C@@H]1N[NH2+]CS1

XYZ file:
```
14
Properties=species:S:1:pos:R:3:forces:R:3
S -0.376966 -1.722151 -0.331119 0.5 1.3 -0.4
N -0.063282 0.905332 -0.031014 -1.1 1.6 0.0
N 1.208138 0.431676 -0.396390 1.9 1.6 2.2
N -2.094964 0.360723 0.940472 1.0 -2.4 2.8
C 1.028289 -0.773464 -1.158547 -2.6 -1.4 -0.3
C -0.811245 -0.082699 0.712682 4.0 -2.6 0.5
H -2.527568 0.637013 0.110615 -1.3 0.2 -1.4
H 1.782434 1.231037 -0.834074 -1.2 -1.5 0.2
H -0.082966 -0.422762 1.618181 -2.6 1.1 -1.0
H 1.893714 -1.323036 -1.158083 2.1 -1.4 0.3
H -2.532678 -0.419034 1.493773 -0.3 1.6 -0.9
H 1.727357 0.205859 0.509171 -0.3 -0.1 -1.3
H 0.771708 -0.611438 -2.178992 -0.3 0.8 -0.6
H 0.078029 1.582943 0.703325 0.2 1.1 -0.2
```
Positions in Å, forces in eV/Å.

---

Record 3
Molecular formula: C2H8N3S
Method: DFT, ωB97M-V with the def2-TZVPD basis set

Output
**Frontier orbital gap**: 8.54 eV
**Net charge**: +1
**HOMO**: -13.05 eV

XYZ file:
```
14
Properties=species:S:1:pos:R:3:forces:R:3
S 2.144346 -0.607422 0.419934 -0.7 1.9 0.2
N 2.550408 1.026664 0.174390 2.0 -0.6 -3.6
N -1.579550 1.054083 0.159892 -6.3 -2.5 2.9
N -2.078926 -1.118272 0.335079 0.4 -3.1 -0.9
C 0.893784 -0.701254 -0.726255 -1.3 -2.0 1.3
C -1.278824 -0.182916 -0.081281 3.3 -0.3 -0.9
H -2.545518 1.189814 0.756401 3.1 0.2 -2.0
H -2.003248 -2.153331 0.097976 0.2 2.3 0.3
H 1.006292 -0.301593 -1.751228 -0.6 -0.1 0.8
H -2.888140 -0.900092 0.856203 -1.2 0.3 0.6
H 2.922406 1.650719 0.858262 0.1 -0.3 1.1
H -1.025940 1.801668 0.070542 2.6 3.1 -0.6
H 0.626086 -1.764915 -0.510586 -0.2 0.6 -1.4
H 3.256826 1.006849 -0.659330 -1.6 0.5 2.0
```
Positions in Å, forces in eV/Å.

---

Record 4
Molecular formula: C2H8N3S2
Method: DFT, ωB97M-V with the def2-TZVPD basis set

Output
**Frontier orbital gap**: 9.99 eV
**Net charge**: +1
**HOMO**: -13.19 eV

XYZ file:
```
15
Properties=species:S:1:pos:R:3:forces:R:3
S -0.637155 2.085302 1.641720 0.3 0.5 0.4
S -0.997033 -3.535725 -0.366029 2.4 0.3 -0.6
N 0.060412 0.270191 -0.240732 0.8 -1.7 -0.6
N 1.679335 2.456693 -1.097132 0.1 0.4 0.1
N -1.651441 -0.236432 1.231600 -0.2 1.5 2.4
C 2.597912 2.764557 -1.701880 0.0 -0.6 -0.2
C -0.637680 0.560706 0.851619 -1.4 0.0 -0.9
H 0.776930 0.880513 -0.617848 -0.2 0.7 0.5
H 0.137376 -0.657774 -0.744955 -0.9 1.2 1.4
H 0.263109 -4.179048 -0.478792 -1.4 1.0 0.1
H 3.453646 2.837249 -2.336457 0.1 0.4 0.0
H 0.314187 2.734180 0.942700 0.0 -0.4 -0.1
H -1.505787 -4.670315 -0.039699 -1.0 -1.3 0.5
H -1.596041 -1.108826 0.834340 -0.3 -2.7 -1.0
H -2.257769 -0.201271 2.121545 1.8 0.5 -2.0
```
Positions in Å, forces in eV/Å.

---

Record 5
Molecular formula: C2H8N3S2
Method: DFT, ωB97M-V with the def2-TZVPD basis set

Output
**Frontier orbital gap**: 9.63 eV
**Net charge**: +1
**HOMO**: -13.43 eV

XYZ file:
```
15
Properties=species:S:1:pos:R:3:forces:R:3
S -3.381262 0.846566 -0.364021 0.8 -1.5 -1.4
S 2.117877 0.797055 -0.245502 1.1 0.6 -0.3
N 0.968919 -1.508094 0.339443 -0.6 -2.7 4.5
N -0.123058 1.873357 0.751535 -1.3 -0.7 -1.0
N -0.081792 -0.812896 0.029064 -0.6 3.4 -1.4
C 2.025800 -1.208141 -0.424014 -0.8 0.5 0.8
C 0.581326 0.930826 0.196327 -1.8 -3.6 1.1
H -0.932537 -1.037446 0.524041 0.0 0.3 0.6
H -3.251882 -0.514547 -0.602010 -0.4 0.8 0.8
H 0.352372 2.716896 0.494207 -0.9 1.5 0.7
H 1.772888 -1.332626 -1.431355 0.3 -0.1 -1.6
H -1.183207 1.758528 0.937079 2.2 0.4 -0.6
H -2.806789 0.882963 -1.615818 -0.3 0.7 0.7
H 1.050231 -1.786253 1.416563 0.5 0.9 -3.0
H 2.891113 -1.606187 -0.005542 1.8 -0.5 0.0
```
Positions in Å, forces in eV/Å.

---

Record 6
Molecular formula: C2H8N3S2
Method: DFT, ωB97M-V with the def2-TZVPD basis set

Output
**Frontier orbital gap (alpha / beta)**: 6.30 / 6.31 eV
**Net charge**: +1
**HOMO (alpha / beta)**: -12.49 / -12.49 eV

XYZ file:
```
15
Properties=species:S:1:pos:R:3:forces:R:3
S -2.131090 0.193645 1.367313 0.0 0.8 0.7
S 0.798100 0.263964 1.641174 1.1 0.6 -0.3
N 2.037783 0.941774 0.959463 -1.1 1.1 0.7
N -3.828933 0.068335 -0.631174 -2.1 0.1 -4.1
N 2.148582 -1.037249 -0.411077 -2.3 3.0 -2.0
C -2.669693 -0.132090 -0.157522 2.0 -1.0 1.7
C 2.663067 0.340563 -0.126361 1.8 -2.9 -2.9
H -4.505628 0.471585 -0.060950 -1.4 1.1 1.1
H 2.639008 0.899338 -1.141388 -0.3 0.0 2.1
H 0.605508 1.348362 2.486888 -0.2 -0.7 -0.4
H -2.029437 -0.774756 -0.676542 1.0 -0.4 -1.7
H 2.809441 -1.709871 -0.169097 1.0 -1.5 -0.2
H -4.102011 -0.023414 -1.665069 0.8 -0.2 2.3
H 1.766532 -1.044101 -1.418851 1.2 -0.7 2.4
H 3.798771 0.193911 0.003193 -1.5 0.9 0.5
```
Positions in Å, forces in eV/Å.

---

Record 7
Molecular formula: C2H8N4
Method: DFT, ωB97M-V with the def2-TZVPD basis set

Output
**Frontier orbital gap (alpha / beta)**: 9.16 / 4.94 eV
**2S+1**: 2
**Net charge**: +1
**HOMO (alpha / beta)**: -13.69 / -13.65 eV

XYZ file:
```
14
Properties=species:S:1:pos:R:3:forces:R:3
N 1.686000 0.731906 -0.978346 -0.3 -1.1 1.1
N -0.840507 1.346237 0.662537 1.2 1.4 -1.6
N -1.806285 -0.766396 0.236490 -0.3 2.6 0.1
N 0.976007 -1.354246 0.107287 3.9 1.1 -2.1
C -1.897917 0.522798 0.423419 -0.5 -1.3 0.0
C 1.860223 -0.491358 -0.497799 -2.2 -2.5 1.2
H 2.821432 -0.962218 -0.634583 0.4 -0.2 -0.3
H -0.050528 1.040367 0.053993 -0.7 0.7 0.9
H -2.781193 -0.996006 0.052054 0.3 -1.1 0.1
H 2.609841 1.132126 -0.858540 0.3 1.0 -0.4
H -2.870750 1.013505 0.429918 0.0 0.0 0.1
H -0.996608 2.381490 0.482248 0.0 -1.9 0.5
H 0.111308 -1.172769 0.543154 -2.3 0.9 0.4
H 1.276149 -2.327647 0.182262 0.1 0.3 0.0
```
Positions in Å, forces in eV/Å.

---

Record 8
Molecular formula: C2H8N4
Method: DFT, ωB97M-V with the def2-TZVPD basis set

Output
**Frontier orbital gap**: 11.81 eV
**Net charge**: +2
**HOMO**: -19.28 eV

XYZ file:
```
14
Properties=species:S:1:pos:R:3:forces:R:3
N -0.247828 0.139844 1.211233 0.3 -0.5 -1.9
N 1.273948 -0.283575 -0.669563 -0.2 0.6 1.3
N 2.433720 -0.129866 0.142615 2.1 1.4 -3.4
N -2.343687 0.730281 -0.126515 -0.5 -2.2 -1.3
C -1.292230 -0.252411 0.230945 0.0 -5.2 1.5
C 0.138760 -0.201389 0.027468 -2.2 1.2 1.7
H 2.225272 -0.117132 1.112353 -0.5 0.7 1.7
H 1.354224 -0.913436 -1.415062 0.3 -1.1 -1.4
H -2.013069 1.623794 -0.398091 0.7 1.6 0.0
H -1.827688 -1.580949 0.445047 1.3 4.6 -0.9
H -2.815890 0.355725 -1.008813 -0.1 0.5 1.6
H 2.967648 0.726354 -0.278299 -0.9 -1.2 1.7
H 3.089748 -0.901957 0.016253 0.1 -0.5 -0.1
H -2.942927 0.804712 0.710428 -0.4 0.1 -0.6
```
Positions in Å, forces in eV/Å.

---

Record 9
Molecular formula: C2H8N4O
Method: DFT, ωB97M-V with the def2-TZVPD basis set

Output
**Frontier orbital gap**: 9.03 eV
**HOMO**: -8.31 eV
**SMILES**: N/N=C(\CO)NN

XYZ file:
```
15
Properties=species:S:1:pos:R:3:forces:R:3
O -2.260421 0.641142 0.061138 -0.8 1.2 -1.6
N 1.461968 0.204152 -1.675614 -0.6 -1.0 0.2
N 0.513471 -1.347555 2.088811 1.1 -0.6 -1.2
N -0.326313 -0.478424 1.355600 -1.2 -0.5 0.9
N 1.205359 -0.399626 -0.372612 -1.3 0.0 0.6
C 0.012517 -0.121453 0.104789 1.5 0.9 -1.4
C -0.985560 0.765251 -0.620468 -0.2 0.4 1.3
H -2.851812 1.318646 -0.385624 0.9 -1.4 1.0
H 1.409170 -0.835927 2.189301 -0.7 -0.2 0.1
H 2.030887 -0.494194 -2.183365 -0.2 0.9 0.5
H 0.817784 -2.102342 1.404915 -0.6 0.9 1.0
H -1.000905 0.440176 -1.660850 -0.2 0.4 0.0
H -0.700390 1.841180 -0.472233 0.2 -1.0 -0.7
H -1.329648 -0.461704 1.645632 1.6 0.0 -0.6
H 2.003893 1.030677 -1.479420 0.5 0.0 -0.2
```
Positions in Å, forces in eV/Å.

---

Record 10
Molecular formula: C2H8N4O
Method: DFT, ωB97M-V with the def2-TZVPD basis set

Output
**Frontier orbital gap**: 9.85 eV
**HOMO**: -9.61 eV

XYZ file:
```
15
Properties=species:S:1:pos:R:3:forces:R:3
O 1.047558 1.867636 0.032538 -3.6 -3.0 -0.5
N -1.601921 -0.561221 -0.684102 3.0 -4.3 6.3
N 1.045206 -0.333503 0.684467 3.1 1.4 0.7
N 1.745274 -1.471035 -0.130576 -2.5 -1.2 4.7
N -0.493060 0.275345 -0.913902 -1.1 3.9 -1.9
C -2.059267 -0.109366 0.738892 0.0 -1.9 3.2
C 0.431610 0.748430 -0.028911 5.0 -0.4 0.3
H 1.239058 -2.445420 0.333107 1.9 3.7 -2.7
H -2.449934 -1.143618 1.290762 0.4 3.0 -1.4
H -0.916481 -1.669927 -0.133540 -2.5 3.7 -2.6
H -0.976762 1.142629 -1.126669 0.1 0.3 -1.4
H 1.783374 -1.313262 -1.128923 -0.8 -0.2 0.0
H -2.835431 0.737425 0.801183 1.1 -1.4 -0.6
H 1.788124 0.340044 1.231237 -1.5 -3.0 -1.6
H -1.114964 0.209566 1.521427 -2.6 -0.8 -2.5
```
Positions in Å, forces in eV/Å.

---

Record 11
Molecular formula: C2H8N4O
Method: DFT, ωB97M-V with the def2-TZVPD basis set

Output
**Frontier orbital gap (alpha / beta)**: 8.30 / 8.30 eV
**Net charge**: +2
**HOMO (alpha / beta)**: -17.76 / -17.76 eV

XYZ file:
```
15
Properties=species:S:1:pos:R:3:forces:R:3
O -0.465038 -0.410862 -0.267922 -0.5 -0.4 0.3
N 2.190862 0.614655 0.418809 -1.5 -0.4 -0.2
N -2.713512 0.244125 -0.364447 -3.3 3.1 0.5
N 4.224714 -0.047809 -0.389787 -0.3 -0.9 1.3
N 3.181771 0.336943 -0.079409 0.5 -0.1 0.1
C 0.518385 -1.001101 0.321035 -0.5 -0.1 -2.3
C -1.496598 0.442887 0.413939 1.5 -3.8 0.0
H -3.377619 -0.569067 -0.366604 1.0 0.2 0.7
H -1.183451 1.353606 0.083030 0.9 3.0 0.3
H -2.529576 0.476839 -1.346590 0.0 -0.1 -0.2
H 5.039130 -0.040869 -0.940826 0.7 0.6 -1.2
H 0.521276 -0.945473 1.365236 0.6 -0.2 1.6
H -1.580996 0.206324 1.487450 -0.1 0.3 -0.5
H -3.316593 1.153689 0.000169 1.1 -2.7 -1.2
H 0.987249 -1.813887 -0.334076 -0.2 1.5 1.1
```
Positions in Å, forces in eV/Å.

---

Record 12
Molecular formula: C2H8N4O
Method: DFT, ωB97M-V with the def2-TZVPD basis set

Output
**Frontier orbital gap (alpha / beta)**: 8.65 / 9.11 eV
**Net charge**: +2
**HOMO (alpha / beta)**: -19.38 / -19.57 eV

XYZ file:
```
15
Properties=species:S:1:pos:R:3:forces:R:3
O 0.902019 0.700985 3.110751 -1.3 0.3 -2.6
N -1.401120 0.276125 -0.526529 1.7 -1.3 -2.2
N 0.052140 1.163103 1.006737 1.9 -0.4 1.6
N -0.101133 -1.520872 -0.947610 0.7 1.8 2.7
N 0.517082 -1.416985 -2.176375 1.2 1.3 -2.5
C -1.063719 1.026929 0.484086 -3.4 0.3 1.5
C 0.898783 1.332915 1.952266 -0.2 0.3 -0.3
H 0.447958 -0.406363 -2.566522 0.3 -1.5 0.9
H -2.000870 1.576688 0.895635 1.4 -0.3 -0.5
H -0.984526 -1.981710 -0.839029 -0.6 -1.0 -1.3
H -2.221627 -0.285914 -0.632284 -1.0 0.2 0.4
H 0.238201 -1.986812 -2.965655 -1.3 -0.7 -0.4
H 1.667295 2.059526 1.682982 0.2 -0.1 0.6
H 1.539574 -1.697123 -2.146674 -0.8 0.8 0.8
H 1.509941 1.159508 3.668221 1.2 0.3 1.3
```
Positions in Å, forces in eV/Å.

---

Maximum force in eV/A, matching the order above: 6.2 4.8 7.4 2.9 5.3 4.6 4.6 5.4 2.2 8.2 4.5 3.7
ΔE to the lowest compared entry with this formula, charge and spin in kcal per mole, matching the order above: 107.2 52.2 63.1 22.7 86.0 84.0 17.5 104.6 74.8 174.5 102.6 108.8
Calculated total energy in eV, matching the order above: -15957.952 -17500.144 -17499.670 -28337.420 -28334.675 -28334.763 -8154.554 -8142.133 -10209.368 -10205.044 -10188.341 -10188.073